No. 1
# C14H46O9

9 unconnected molecules or ions with the total composition C14H46O9 (ωB97M-V/def2-TZVPD, the Open Molecules 2025 dataset).

```
69
Properties=species:S:1:pos:R:3:lowdin_charge:R:1
C -6.253 1.989 1.757 -0.082
C -5.232 3.068 2.032 -0.344
O -4.614 3.515 0.835 -0.085
H -6.596 1.556 2.697 0.076
H -5.857 1.187 1.135 0.073
H -7.060 2.428 1.171 0.075
H -4.396 2.742 2.652 0.105
H -5.657 3.903 2.589 0.107
H -4.056 4.227 1.156 0.078
C 0.485 7.044 -2.051 -0.076
C 0.411 5.907 -3.088 -0.363
O 1.206 4.884 -2.698 -0.071
H 1.500 7.343 -1.790 0.075
H 0.095 6.741 -1.079 0.062
H -0.234 7.841 -2.239 0.066
H 0.676 6.238 -4.092 0.108
H -0.498 5.311 -3.164 0.112
H 0.558 4.255 -2.374 0.087
C 2.056 -6.520 -2.360 -0.112
C 1.485 -5.856 -1.203 -0.365
O 0.188 -6.373 -1.062 -0.072
H 3.116 -6.277 -2.424 0.079
H 1.514 -6.296 -3.279 0.084
H 2.051 -7.610 -2.367 0.082
H 1.430 -4.770 -1.281 0.114
H 2.068 -6.073 -0.308 0.115
H 0.137 -6.527 -0.116 0.079
C -4.151 -1.768 -4.167 -0.060
C -4.902 -0.492 -4.681 -0.292
O -6.326 -0.427 -4.381 -0.116
H -3.968 -1.512 -3.124 0.066
H -3.214 -1.928 -4.700 0.068
H -4.823 -2.611 -4.325 0.072
H -4.779 -0.348 -5.755 0.094
H -4.616 0.464 -4.241 0.099
H -6.770 0.384 -4.636 0.071
C 3.942 -0.255 -1.113 -0.069
C 5.479 -0.265 -0.955 -0.343
O 6.175 0.505 -1.898 -0.078
H 3.556 0.716 -1.426 0.072
H 3.485 -0.518 -0.159 0.067
H 3.700 -0.982 -1.889 0.067
H 5.871 -1.282 -0.968 0.104
H 5.784 0.153 0.004 0.099
H 7.093 0.278 -1.734 0.080
C 4.083 3.063 3.562 -0.112
C 3.240 3.933 2.696 -0.323
O 1.888 3.748 3.112 -0.079
H 3.677 2.065 3.727 0.072
H 4.317 3.363 4.584 0.073
H 5.054 2.911 3.092 0.068
H 3.465 3.690 1.658 0.110
H 3.461 4.993 2.823 0.112
H 1.601 3.016 2.562 0.078
C 1.587 -3.103 4.184 -0.073
C 1.083 -4.473 4.739 -0.345
O -0.122 -4.783 4.149 -0.076
H 0.843 -2.340 3.955 0.070
H 2.024 -3.268 3.199 0.061
H 2.284 -2.723 4.931 0.069
H 0.837 -4.290 5.785 0.103
H 1.834 -5.262 4.718 0.109
H -0.587 -5.297 4.813 0.086
O -2.353 -3.284 0.695 -0.050
H -1.997 -3.572 1.535 0.023
H -2.149 -3.997 0.090 0.025
O -1.077 0.792 0.174 -0.055
H -1.044 -0.156 0.042 0.023
H -2.009 0.987 0.275 0.024
```

DFT total energy: -33686.8880 eV
Molar mass: 358.51 g/mol
Multiplicity: 1
Maximum force: 3.6 eV/Å
Orbital gap: 10.05 eV
SMILES: CCO.CCO.CCO.CCO.CCO.CCO.CCO.O.O
ΔE to the lowest compared entry with this formula, charge and spin: 3.8919 eV

No. 2
# C3H9N2S

2 unconnected molecules or ions with the total composition C3H9N2S (ωB97M-V/def2-TZVPD, the Open Molecules 2025 dataset).

```
15
Properties=species:S:1:pos:R:3:lowdin_charge:R:1
C -1.820 0.032 0.247 -0.238
C 2.263 0.744 1.474 -0.073
C 1.227 -0.082 1.792 -0.117
N -1.837 1.310 0.091 0.203
N -1.645 -0.664 -0.867 -0.334
S -1.802 -2.417 -0.915 0.856
H -1.914 -0.447 1.211 0.156
H 2.704 0.847 0.477 0.047
H 2.631 1.394 2.360 0.088
H -0.529 -2.559 -1.261 -0.122
H 0.539 -0.698 1.096 0.039
H 0.973 -0.064 2.891 0.060
H -1.743 1.943 0.925 0.185
H -1.679 1.682 -0.791 0.114
H -1.858 -0.148 -1.736 0.135
```

DFT total energy: -17063.8249 eV
Molar mass: 105.19 g/mol
Multiplicity: 1
Maximum force: 4.4 eV/Å
Total charge: +1
Orbital gap: 9.22 eV
ΔE to the lowest compared entry with this formula, charge and spin: 2.3417 eV

No. 3
# C15H25N3OReSSi

A molecular structure, C15H25N3OReSSi (ωB97M-V/def2-TZVPD, the Open Molecules 2025 dataset).

```
47
Properties=species:S:1:pos:R:3:lowdin_charge:R:1
Re -0.331 -1.026 -0.270 1.110
C 0.412 1.495 -1.952 -0.141
C -0.751 0.789 -2.627 -0.141
N -0.735 -0.674 -2.341 -0.206
C 0.175 -1.496 -3.205 -0.209
C 1.653 -1.323 -2.888 -0.360
S 1.952 -1.399 -1.076 0.958
C 2.868 0.139 -0.733 -0.350
C 1.967 1.162 -0.054 -0.208
N 0.561 1.042 -0.534 -0.203
H 0.258 2.574 -1.983 0.149
H 1.343 1.303 -2.478 0.105
H -0.721 0.964 -3.704 0.144
H -1.698 1.174 -2.251 0.121
H -1.670 -1.025 -2.538 0.132
H -0.006 -1.257 -4.256 0.142
H -0.119 -2.533 -3.045 0.127
H 2.071 -0.400 -3.280 0.083
H 2.211 -2.148 -3.328 0.101
H 3.272 0.481 -1.684 0.092
H 3.706 -0.125 -0.092 0.099
H 2.337 2.172 -0.243 0.148
H 1.953 0.999 1.020 0.090
H 0.034 1.706 0.029 0.065
O -3.069 -4.302 -0.147 0.255
C -2.299 -3.450 -0.188 -0.358
N -1.486 -2.541 -0.235 -0.079
C -2.333 2.125 0.702 -0.180
Si -1.854 0.389 1.170 0.577
C -3.338 -0.581 1.703 -0.182
C -0.371 0.283 2.297 -0.309
C 0.361 -0.904 2.124 -0.237
C 1.604 -1.110 2.719 -0.053
C 2.135 -0.103 3.510 -0.040
C 1.443 1.098 3.673 -0.030
C 0.213 1.300 3.055 -0.065
H -3.003 2.450 1.506 0.059
H -2.921 2.163 -0.217 0.043
H -1.545 2.878 0.640 0.040
H -3.852 -0.037 2.499 0.056
H -3.062 -1.563 2.088 0.038
H -4.041 -0.710 0.879 0.047
H -0.093 -1.794 1.638 0.069
H 2.126 -2.052 2.602 0.128
H 3.082 -0.254 4.010 0.125
H 1.863 1.877 4.295 0.126
H -0.301 2.244 3.192 0.120
```

DFT total energy: -43307.1220 eV
Molar mass: 509.74 g/mol
Multiplicity: 2
Maximum force: 0.5 eV/Å
Total charge: +2
Orbital gap (spin up / spin down): 6.92 / 7.51 eV